(1)
{"formula": "C3H11N2O", "method": "ωB97M-V/def2-TZVPD", "symbols": ["H", "C", "H", "H", "H", "H", "N", "O", "C", "H", "H", "C", "H", "N", "H", "H", "H"], "xyz": [[2.48, 0.83, 0.76], [-1.13, 0.17, 0.11], [0.94, -0.12, -1.08], [-1.24, -0.90, 1.84], [1.91, -1.48, -0.94], [1.27, -0.09, 1.14], [-1.64, -0.77, 0.92], [-0.11, 0.81, 0.42], [1.95, -0.39, -0.83], [-2.75, -0.09, -1.34], [-1.29, 0.56, -2.06], [-1.87, 0.50, -1.15], [-2.15, 1.54, -0.94], [2.18, -0.14, 0.60], [2.90, -0.66, 1.09], [-2.59, -1.09, 0.86], [2.60, 0.01, -1.61]], "mulliken_charge": [0.360, 0.685, 0.069, 0.214, 0.347, 0.310, -0.372, -0.740, -0.549, 0.353, 0.285, -0.928, 0.295, -0.290, 0.371, 0.221, 0.369], "homo_energy_ev": -14.396, "total_charge": 1, "lumo_ev": -3.18, "gap_ev": 11.220}

(2)
{"formula": "C3H11N2O", "method": "ωB97M-V/def2-TZVPD", "symbols": ["H", "C", "H", "H", "H", "H", "C", "N", "H", "H", "H", "H", "O", "H", "N", "H", "C"], "xyz": [[0.61, 2.91, 1.17], [-0.71, -2.59, 0.36], [-1.01, -1.58, 0.63], [-0.35, 3.14, -1.29], [1.11, -1.58, 0.19], [0.01, 1.65, -2.19], [-0.05, 1.38, -0.06], [0.14, 2.03, 1.11], [-0.16, 1.56, 1.94], [1.35, -3.15, 0.43], [0.80, -2.58, -1.05], [1.24, 2.44, -1.28], [-0.39, 0.19, -0.05], [-1.31, -2.84, -0.51], [0.72, -2.50, -0.04], [-0.89, -3.32, 1.14], [0.18, 2.20, -1.28]], "mulliken_charge": [0.205, -0.666, 0.295, 0.352, 0.301, 0.308, 0.698, -0.366, 0.233, 0.377, 0.365, 0.350, -0.674, 0.306, -0.272, 0.328, -1.141], "homo_energy_ev": -13.866, "total_charge": 1, "lumo_ev": -3.39, "gap_ev": 10.476}

(3)
{"formula": "C3H11N2O", "method": "ωB97M-V/def2-TZVPD", "symbols": ["O", "H", "H", "H", "N", "C", "H", "H", "H", "H", "H", "C", "N", "H", "H", "C", "H"], "xyz": [[1.99, 2.82, 0.38], [-0.69, -0.02, 2.56], [1.36, 3.55, 0.44], [-2.15, -2.13, -1.36], [0.23, 0.15, 2.17], [0.58, -0.16, 0.92], [-2.25, -0.44, -0.87], [0.23, -2.01, -1.81], [-1.83, -0.75, -2.44], [0.86, 0.52, 2.86], [0.81, 0.74, 0.32], [-1.66, -1.16, -1.44], [0.18, -1.19, 0.24], [-0.52, -1.75, 0.71], [2.80, 3.22, 0.07], [-0.16, -1.18, -1.23], [0.22, -0.19, -1.51]], "mulliken_charge": [-0.635, 0.232, 0.323, 0.366, -0.334, 0.281, 0.384, 0.274, 0.347, 0.260, 0.210, -1.182, -0.113, 0.278, 0.312, -0.306, 0.303], "homo_energy_ev": -15.154, "total_charge": 1, "lumo_ev": -4.38, "gap_ev": 10.778}

(4)
{"formula": "C3H11N2O", "method": "ωB97M-V/def2-TZVPD", "symbols": ["H", "H", "N", "H", "H", "H", "H", "H", "C", "C", "N", "O", "H", "H", "H", "H", "C"], "xyz": [[-1.53, 1.82, 1.00], [-1.99, 1.22, -1.33], [-0.56, -2.50, 1.12], [-1.49, -2.78, 1.46], [-0.79, 2.52, -1.39], [0.30, 1.26, 0.76], [-0.30, 0.95, -1.82], [4.14, 0.70, -0.17], [-0.76, 1.16, 0.38], [-0.47, -1.31, 0.52], [-1.25, -0.25, 0.67], [3.40, 0.15, -0.67], [-2.16, -0.41, 1.11], [0.56, -1.27, -0.03], [0.20, -3.22, 1.11], [3.63, 0.45, -1.58], [-0.94, 1.51, -1.13]], "mulliken_charge": [0.286, 0.329, -0.321, 0.250, 0.356, 0.343, 0.315, 0.345, -0.405, 0.276, -0.184, -0.655, 0.245, 0.254, 0.271, 0.329, -1.034], "homo_energy_ev": -14.554, "total_charge": 1, "lumo_ev": -3.64, "gap_ev": 10.916}

(5)
{"formula": "C3H11N2O", "method": "ωB97M-V/def2-TZVPD", "symbols": ["C", "H", "H", "C", "H", "N", "C", "H", "H", "H", "H", "H", "N", "H", "H", "H", "O"], "xyz": [[-0.30, 0.06, -2.84], [0.59, 1.85, 0.58], [-0.76, 0.36, -3.78], [1.26, 0.99, 0.57], [0.79, -0.03, -2.86], [-0.94, -0.16, -1.77], [-0.41, -0.31, 1.89], [1.09, -1.06, 0.72], [0.23, -0.11, 2.74], [-0.13, -0.37, -0.22], [1.83, 0.99, -0.36], [-1.59, -1.77, 1.38], [0.45, -0.26, 0.66], [1.96, 1.02, 1.40], [-1.19, 0.45, 1.79], [-1.94, -0.07, -1.95], [-0.92, -1.58, 2.05]], "mulliken_charge": [-0.258, 0.360, 0.260, -0.907, 0.215, -0.497, -0.410, 0.358, 0.377, 0.427, 0.315, 0.332, -0.024, 0.400, 0.360, 0.186, -0.496], "homo_energy_ev": -15.225, "total_charge": 1, "lumo_ev": -2.90, "gap_ev": 12.329}

(6)
{"formula": "C3H11N2O2", "method": "ωB97M-V/def2-TZVPD", "symbols": ["H", "N", "C", "H", "H", "H", "C", "O", "H", "H", "H", "N", "H", "H", "C", "O", "H", "H"], "xyz": [[-0.98, 0.47, 1.91], [1.72, 0.38, -0.20], [-1.23, 0.47, -1.47], [0.21, -1.75, 0.27], [-0.41, 1.62, 0.61], [-2.25, 0.85, -1.71], [1.06, 0.30, 1.11], [0.39, -2.63, 0.67], [-2.14, -0.33, 0.11], [1.48, 1.11, 1.70], [2.23, 1.24, -0.34], [-1.17, -0.20, -0.07], [-1.02, -0.38, -2.16], [1.09, 0.43, -1.00], [-0.47, 0.58, 0.95], [-0.43, 1.53, -1.63], [1.23, -0.72, 1.45], [0.69, -2.96, -0.19]], "mulliken_charge": [0.433, -0.640, -0.472, 0.399, 0.265, 0.256, -0.925, -0.697, 0.232, 0.349, 0.267, -0.427, 0.177, 0.272, -0.337, -0.841, 0.423, 0.268], "homo_energy_ev": -2.774, "total_charge": -1, "lumo_ev": 4.19, "gap_ev": 6.960}

(7)
{"formula": "C3H11N2O2", "method": "ωB97M-V/def2-TZVPD", "symbols": ["N", "O", "N", "O", "H", "H", "C", "H", "H", "H", "C", "H", "C", "H", "H", "H", "H", "H"], "xyz": [[0.49, -3.59, -0.74], [-0.90, -1.91, -0.12], [-1.10, 0.78, 0.02], [1.29, -1.56, -0.03], [0.85, 3.46, 0.84], [-1.88, 1.04, 0.62], [0.23, -2.34, -0.30], [-1.02, -0.27, 0.04], [2.11, -2.07, -0.02], [0.90, 1.23, -0.33], [-0.08, 2.97, 0.54], [-1.37, 1.04, -0.93], [0.16, 1.49, 0.42], [-0.30, -4.13, -1.03], [-0.86, 3.18, 1.27], [1.36, -3.79, -1.20], [0.48, 1.06, 1.36], [-0.35, 3.41, -0.41]], "mulliken_charge": [-0.444, -0.730, -0.206, -0.451, 0.353, 0.402, 0.805, 0.224, 0.315, 0.338, -1.238, 0.384, -0.298, 0.249, 0.367, 0.204, 0.354, 0.373], "homo_energy_ev": -14.815, "total_charge": 1, "lumo_ev": -2.93, "gap_ev": 11.889}

(8)
{"formula": "C3H11N2O2", "method": "ωB97M-V/def2-TZVPD", "symbols": ["O", "H", "H", "N", "H", "H", "H", "C", "H", "C", "H", "N", "H", "C", "H", "O", "H", "H"], "xyz": [[-0.46, -2.10, 3.25], [0.20, 6.43, 0.94], [0.50, -1.00, -3.11], [0.34, -2.64, 0.43], [0.06, 6.93, -0.62], [-0.17, -3.35, -0.07], [-1.10, -0.31, -1.44], [0.25, -1.74, -2.34], [0.33, -2.87, 1.44], [-0.16, -1.37, 0.19], [0.98, 5.51, -0.30], [0.22, 6.13, -0.02], [-0.79, -1.78, 4.09], [-0.33, -1.06, -1.21], [-0.30, -2.55, -2.84], [-0.24, -0.52, 1.06], [1.17, -2.25, -2.03], [-0.53, -1.46, 2.56]], "mulliken_charge": [-0.646, 0.208, 0.370, -0.434, 0.213, 0.284, 0.416, -1.135, 0.345, 0.518, 0.199, -0.620, 0.320, 0.316, 0.417, -0.550, 0.409, 0.370], "homo_energy_ev": -11.496, "total_charge": 1, "lumo_ev": -8.80, "gap_ev": 2.695}

(9)
{"formula": "C3H11N2OP", "method": "ωB97M-V/def2-TZVPD", "symbols": ["H", "C", "H", "C", "H", "H", "H", "H", "H", "N", "H", "H", "H", "H", "P", "O", "N", "C"], "xyz": [[-0.46, -0.25, -3.86], [-1.33, 1.36, 2.77], [-1.54, 0.42, -1.85], [-0.44, 0.21, -1.67], [1.14, -0.75, -3.03], [0.13, 1.18, -1.68], [0.82, -1.38, 2.36], [-0.87, 0.91, 3.62], [-0.43, -1.75, -2.60], [1.50, -1.26, 1.61], [2.38, -0.95, 2.03], [-2.17, 0.87, 2.45], [-0.81, 2.10, 2.05], [-0.88, -0.66, 0.16], [0.99, 0.18, 0.72], [2.10, 0.90, 0.11], [-0.13, -0.40, -0.38], [0.00, -0.71, -2.82]], "mulliken_charge": [0.271, -0.913, 0.312, -0.284, 0.254, 0.252, 0.305, 0.310, 0.271, -0.611, 0.268, 0.328, 0.281, 0.291, 0.328, -0.545, -0.161, -0.956], "homo_energy_ev": [-7.796, -9.091], "lumo_ev": [-0.17, -0.60], "gap_ev": [7.629, 8.491]}

(10)
{"formula": "C3H11N2OP", "method": "ωB97M-V/def2-TZVPD", "symbols": ["H", "N", "H", "C", "H", "C", "H", "O", "H", "N", "H", "H", "H", "C", "H", "H", "P", "H"], "xyz": [[2.25, 0.85, 1.67], [1.08, -2.25, 0.03], [-3.40, -0.16, -1.18], [2.43, 0.95, 0.51], [1.18, -2.23, -1.00], [-1.77, -0.06, 0.51], [2.56, 1.97, 0.16], [0.69, 0.58, -1.66], [-1.68, -0.50, -1.62], [-0.47, 0.69, 0.75], [-1.70, -1.12, 0.74], [-2.16, 1.21, -1.25], [-2.50, 0.53, 1.14], [-2.29, 0.12, -0.86], [3.23, 0.35, 0.11], [2.02, -2.12, 0.40], [0.82, 0.30, -0.21], [-0.30, 0.89, 1.74]], "mulliken_charge": [0.289, -0.705, 0.298, -0.888, 0.244, -0.303, 0.347, -0.554, 0.273, -0.238, 0.295, 0.266, 0.311, -1.003, 0.306, 0.202, 0.567, 0.292], "homo_energy_ev": -8.688, "lumo_ev": 0.22, "gap_ev": 8.912}

(11)
{"formula": "C3H11N2OS", "method": "ωB97M-V/def2-TZVPD", "symbols": ["H", "N", "H", "H", "N", "C", "H", "H", "S", "O", "H", "C", "H", "C", "H", "H", "H", "H"], "xyz": [[-1.22, -2.60, -0.58], [1.36, 1.04, 0.61], [-2.20, 3.25, -0.51], [-0.05, 0.97, -1.45], [-0.70, -2.90, 0.23], [-0.36, 1.82, -0.85], [1.43, 0.08, 0.18], [-0.62, -3.91, 0.30], [-2.13, 2.12, -1.21], [0.48, -1.18, -0.78], [-0.72, 0.67, 0.92], [-0.04, 1.47, 0.60], [0.88, -1.87, 1.13], [0.63, -2.21, 0.09], [1.83, 1.13, 1.50], [1.37, -2.96, -0.24], [0.18, 2.72, -1.17], [-0.12, 2.36, 1.23]], "mulliken_charge": [0.216, -0.693, 0.066, 0.248, -0.631, -0.638, 0.300, 0.197, -0.262, -0.852, 0.199, -0.259, 0.163, -0.224, 0.180, 0.167, 0.362, 0.463], "homo_energy_ev": -3.094, "total_charge": -1, "lumo_ev": 3.30, "gap_ev": 6.396}

(12)
{"formula": "C3H11N2OS", "method": "ωB97M-V/def2-TZVPD", "symbols": ["H", "H", "N", "H", "O", "C", "H", "H", "C", "S", "H", "H", "H", "C", "H", "H", "N", "H"], "xyz": [[-0.32, 1.29, -1.62], [1.13, 1.06, -1.15], [-0.26, 1.13, 2.39], [-1.86, 1.02, 1.16], [2.84, -0.80, -1.65], [-1.25, -0.88, -0.81], [0.66, -0.60, 0.20], [-0.11, 2.08, 2.10], [-0.91, 0.38, 1.32], [-0.54, -2.39, -1.25], [2.91, -0.87, -0.69], [2.19, -1.48, -1.88], [0.59, 0.70, 2.71], [-0.23, 0.04, 0.04], [-1.58, -0.30, -1.71], [-1.37, -0.54, 1.72], [0.20, 1.22, -0.76], [-2.10, -1.06, -0.10]], "mulliken_charge": [0.231, 0.336, -0.557, 0.313, -0.639, -0.658, 0.196, 0.251, -1.002, -0.116, 0.324, 0.295, 0.228, 0.458, 0.329, 0.419, -0.693, 0.285], "homo_energy_ev": [-8.916, -8.742], "s2": 0.75, "multiplicity": 2, "lumo_ev": [0.74, -2.36], "gap_ev": [9.659, 6.382]}

Across the entries above, energy above the lowest of the compared OMol25 structures with the same formula, charge and spin takes the values 17.8 10.2 43.2 37.5 41.1 25.3 0.0 117.6 79.1 55.6 32.9 3.9 kcal per mole, respectively.
Across the entries above, M takes the values 91.134 91.134 91.134 91.134 91.134 107.133 107.133 107.133 122.108 122.108 123.201 123.201 g mol⁻¹, respectively.